Entry 1:
Entry from the OMol25 dataset: C12H21N3 as an isolated structure in a non-equilibrium geometry (the ωB97M-V functional and the def2-TZVPD basis).

Values from the calculation:
HOMO level ... -9.77 eV
Energy above the lowest of the compared OMol25 structures with the same formula, charge and spin ... 4.645 eV

```
! wB97M-V def2-TZVPD RIJCOSX def2/J DEFGRID3
* xyz 0 1
C 1.44542 4.08759 -2.67556
C 2.01144 3.91194 -1.29594
C 1.63149 2.50660 -0.62156
C 0.28621 2.46208 -0.03615
N -0.77599 2.40365 0.36591
H 1.85230 4.92217 -3.24655
H 0.40086 4.39776 -2.70357
H 1.60421 3.20433 -3.29422
H 1.85650 4.68059 -0.53879
H 3.08092 3.92571 -1.50599
H 2.43958 2.24709 0.06237
H 1.64947 1.80182 -1.45286
C -0.03221 -2.53545 3.01330
C -0.30090 -2.81756 1.49240
C -0.15446 -4.30117 1.13051
C 0.98080 -5.08398 1.58115
N 1.88313 -5.69041 1.90454
H 0.93091 -2.89570 3.37486
H -0.72777 -2.97365 3.72903
H -0.20537 -1.49851 3.30119
H 0.34336 -2.20366 0.86299
H -1.28701 -2.48307 1.17024
H -0.29638 -4.50214 0.06864
H -0.94581 -4.92158 1.55118
C -1.91758 -0.78329 0.46489
C -1.44553 0.56424 0.05156
C -1.61827 0.86328 -1.43838
C -0.47635 0.17818 -2.09799
N 0.42685 -0.32618 -2.59956
H -1.47886 -1.55154 -0.17184
H -2.99353 -0.95776 0.46309
H -1.52671 -1.08527 1.43655
H -0.41846 0.71853 0.38235
H -2.06670 1.26405 0.61059
H -1.54112 1.93770 -1.60500
H -2.61448 0.53372 -1.73344
*
```


Entry 2:
Entry from the OMol25 dataset: a 6-piece molecular cluster, C12H21N5OS overall in a non-equilibrium geometry (the ωB97M-V functional and the def2-TZVPD basis).

Values from the calculation:
HOMO level (alpha / beta) ... -13.24 / -13.24 eV
⟨S²⟩ ... 0.76

```
! wB97M-V def2-TZVPD RIJCOSX def2/J DEFGRID3
* xyz 1 2
C 8.22779 -35.67398 -12.66641
C 7.47269 -34.93455 -11.62784
N 6.95625 -34.27094 -10.83288
H 8.97294 -35.06453 -13.17770
H 7.56563 -36.02137 -13.45949
H 8.69991 -36.51316 -12.15553
C 2.47134 -35.32562 -19.91332
C 3.12221 -36.32704 -19.05271
N 3.66996 -37.14971 -18.41362
H 1.42097 -35.24005 -19.63489
H 2.48381 -35.69516 -20.93868
H 3.04951 -34.40755 -19.80859
C 5.71275 -34.86227 -17.24415
C 6.99896 -35.06355 -16.57936
N 8.03502 -35.18062 -16.09464
H 5.64444 -33.84812 -17.63776
H 4.87033 -35.01315 -16.56912
H 5.44594 -35.57562 -18.02392
C 7.01966 -38.20771 -18.62200
C 6.85470 -37.97413 -20.06633
N 6.71953 -37.74096 -21.21006
H 7.86932 -38.88711 -18.55428
H 6.11906 -38.67694 -18.22595
H 7.17073 -37.23177 -18.16069
C 4.18815 -31.58734 -20.45617
C 5.23668 -32.60263 -20.27571
N 6.03725 -33.42200 -20.10314
H 3.16620 -31.80140 -20.14327
H 4.18387 -31.22324 -21.48356
H 4.37653 -30.68913 -19.86809
C 4.08427 -37.80502 -14.19794
S 4.80082 -36.36510 -13.28477
O 4.08875 -35.13516 -13.86316
C 4.04933 -36.77817 -11.59552
H 4.61094 -38.71519 -13.91103
H 4.11993 -37.73224 -15.28492
H 3.05473 -37.85274 -13.84315
H 4.19138 -35.92083 -10.93757
H 4.50392 -37.64241 -11.11122
H 2.96314 -36.85746 -11.64006
*
```


Entry 3:
Entry from the OMol25 dataset: C12H21NOS as an isolated structure in a non-equilibrium geometry (the ωB97M-V functional and the def2-TZVPD basis).

Values from the calculation:
HOMO level ... -7.77 eV

```
! wB97M-V def2-TZVPD RIJCOSX def2/J DEFGRID3
* xyz 0 1
C -4.24611 2.28747 -0.28722
C -4.54453 0.79107 0.04277
C -3.24851 -0.10766 0.11799
C -3.25191 -1.67608 -0.22376
C -1.90157 -2.29038 0.29937
C 0.33942 -0.62016 -0.25894
C 1.24142 0.80109 1.06836
C 1.81601 0.95041 -0.23775
C 3.09600 1.56649 -0.62340
C 4.14999 0.41274 -1.03999
C 4.70210 -0.20043 0.33354
C 3.59058 -1.30993 0.67391
H -3.27228 1.98838 -1.01841
H -3.90851 2.75545 0.70650
H -5.15485 2.90653 -0.74575
H -5.21681 0.59638 0.87757
H -5.36217 0.59729 -0.87753
H -2.81812 0.05099 1.23311
H -2.78960 0.48684 -0.76932
H -3.30581 -1.67593 -1.58379
H -4.38939 -2.12110 0.06379
H -1.86705 -3.33333 0.59986
H -1.75930 -1.76879 1.33154
H 1.81203 1.47760 1.74044
H 3.22195 2.22326 0.20569
H 2.89838 2.00467 -1.58706
H 5.02966 0.69355 -1.63586
H 3.54183 -0.58675 -1.52915
H 4.63031 0.57165 1.22525
H 5.82933 -0.72711 0.24129
H 3.56193 -2.01228 -0.07674
H 3.87197 -1.82644 1.71297
H 2.50376 -0.73204 0.95118
N 0.27168 -0.21446 1.03315
O 1.30355 0.02323 -1.07478
S -0.37534 -1.98222 -0.88886
*
```


Entry 4:
Entry from the OMol25 dataset: C12H21O3PbS8Si as an isolated structure (the ωB97M-V functional and the def2-TZVPD basis).

Values from the calculation:
HOMO level ... -4.50 eV
Energy above the lowest of the compared OMol25 structures with the same formula, charge and spin ... 1.740 eV

```
! wB97M-V def2-TZVPD RIJCOSX def2/J DEFGRID3
* xyz -1 1
Pb -0.24219 0.06277 0.39725
O 1.71962 -0.02793 7.22844
C 1.31061 -0.02783 6.09392
S 0.94695 1.43792 5.17806
C 0.35233 0.64883 3.72428
C 0.36551 -0.69850 3.71353
S -0.01211 -1.73101 2.36949
S 0.97161 -1.48723 5.16231
S -0.04459 1.70254 2.39425
S -0.15401 2.40652 -0.93445
S 1.66799 2.43140 -1.82445
S 1.51248 1.12222 -3.44791
S 0.55741 -0.50053 -2.75238
C -2.98528 0.15495 -1.99069
Si -2.72109 -0.61724 -0.29983
C -2.85934 -2.51338 -0.47350
C -4.08118 -2.84713 -1.34545
C -3.00001 -3.25787 0.85576
C -1.60376 -3.01743 -1.20155
C -3.87442 0.22918 0.95626
C -3.54889 -0.14011 2.40810
C -3.73453 1.74892 0.79616
C -5.32742 -0.16628 0.65296
H -4.02705 0.03851 -2.30261
H -2.35258 -0.31420 -2.74528
H -2.73900 1.21676 -1.98116
H -5.02110 -2.55694 -0.87190
H -4.11464 -3.93029 -1.50756
H -4.03198 -2.37210 -2.32640
H -3.94814 -3.02442 1.34662
H -2.19472 -3.02862 1.55463
H -2.98851 -4.33664 0.66438
H -1.51697 -2.59455 -2.20542
H -1.66034 -4.10635 -1.30787
H -0.68085 -2.79166 -0.66147
H -2.55281 0.19739 2.69872
H -3.59951 -1.21423 2.58796
H -4.27148 0.34699 3.07318
H -2.71357 2.09127 0.98256
H -4.37816 2.24612 1.52994
H -4.03740 2.08891 -0.19596
H -5.52554 -1.20735 0.91800
H -5.59510 -0.02511 -0.39735
H -6.00269 0.45686 1.24979
O 1.42844 -1.09260 -0.39758
O 1.58134 -1.34846 -1.81626
*
```


Entry 5:
Entry from the OMol25 dataset: C12H22AuN4O4S as an isolated structure (the ωB97M-V functional and the def2-TZVPD basis).

Values from the calculation:
HOMO level ... -4.60 eV

```
! wB97M-V def2-TZVPD RIJCOSX def2/J DEFGRID3
* xyz -1 1
Au 1.90362 -0.35422 0.53781
O -0.23423 -2.63884 3.37162
C 0.37042 -1.83118 2.69004
O 1.23684 -2.11595 1.77488
C 0.08164 -0.28814 2.89326
O -0.55978 0.08287 3.85717
O 0.56264 0.50646 1.98495
S 3.27239 -0.01759 -1.33237
C 3.69751 -1.41644 -0.39780
N 3.35092 -2.69090 -0.76986
C 3.90121 -3.82296 -0.03611
C 3.98964 -3.49925 1.44339
C 4.88321 -2.28101 1.62314
N 4.75553 -1.36027 0.47873
H 2.40555 -2.77313 -1.10696
H 4.89228 -4.05422 -0.44150
H 3.25886 -4.68202 -0.21984
H 4.39279 -4.34412 2.00460
H 2.98445 -3.27862 1.80687
H 5.93346 -2.57254 1.69513
H 4.61185 -1.75758 2.54199
H 5.02624 -0.40676 0.66276
C -3.31960 0.84616 -3.19188
C -2.80758 2.23784 -2.83803
N -2.74463 2.51129 -1.41506
C -3.93294 3.01636 -0.75404
C -4.85384 1.95149 -0.16446
C -1.57347 2.21857 -0.74253
C -1.52545 2.55555 0.73031
N -0.61574 1.66577 -1.38868
H -3.20031 0.65705 -4.26207
H -4.37533 0.72124 -2.94533
H -2.74563 0.09461 -2.64890
H -3.43966 3.00640 -3.29309
H -1.79907 2.35019 -3.23425
H -4.49002 3.59561 -1.49621
H -3.65314 3.72105 0.02713
H -5.24581 1.29308 -0.94035
H -5.69959 2.42630 0.33964
H -4.32889 1.33378 0.56476
H -1.76058 3.60452 0.92015
H -0.54389 2.32523 1.12986
H -2.23123 1.94636 1.29756
H 0.16937 1.51795 -0.75645
*
```


Entry 6:
Entry from the OMol25 dataset: C12H22B2BrCuINO4 as an isolated structure in a non-equilibrium geometry (the ωB97M-V functional and the def2-TZVPD basis).

Values from the calculation:
HOMO level (alpha / beta) ... -10.49 / -10.49 eV
⟨S²⟩ ... 0.77

```
! wB97M-V def2-TZVPD RIJCOSX def2/J DEFGRID3
* xyz 1 2
C 1.55158 3.20573 1.58219
C 1.19586 1.83425 1.64482
C 2.12197 0.79809 0.91161
C 1.52991 0.16114 -0.41903
C 2.80163 -0.49121 -1.07958
C 3.05229 -0.71979 -2.48122
O 0.74780 -1.02574 -0.15457
B -0.68597 -0.65808 0.11210
C -1.84183 -1.61862 -0.58872
C -3.22156 -0.77781 -0.48738
C -3.79007 -0.29829 -1.90356
I -3.56253 1.89345 -2.08005
N -1.07975 -0.70871 1.59354
C -0.19927 -1.54367 2.41276
C -0.27518 -3.10635 2.08539
O -0.71215 0.70890 -0.48655
C 0.45730 0.97026 -1.28692
Br -0.15471 0.17547 -3.04680
B 0.73002 2.50906 -1.73234
O -0.18049 3.53459 -1.29081
O 1.88446 2.83289 -2.52065
H 2.63065 3.52989 1.55346
H 0.70055 3.95189 1.51879
H 0.26627 1.60349 2.23633
H 3.07319 1.36652 0.60886
H 2.48642 0.00298 1.65048
H 3.63341 -0.80645 -0.35598
H 2.75034 -1.74463 -2.88971
H 3.54166 -0.01307 -3.20918
H -1.58709 -1.91150 -1.65921
H -2.02733 -2.58065 -0.02505
H -4.01671 -1.45455 -0.02478
H -3.14247 0.13164 0.17777
H -4.92048 -0.44922 -1.86550
H -3.33106 -0.80876 -2.79654
H -1.24254 0.21812 1.99946
H 0.88804 -1.22146 2.44513
H -0.59599 -1.44144 3.51992
H -1.34131 -3.45359 1.89207
H 0.09458 -3.73881 2.96291
H 0.33974 -3.31101 1.16200
H -0.75308 3.72850 -2.06184
H 2.34931 1.99423 -2.70437
Cu -0.16542 -1.26766 5.08076
*
```


Copy entry 3 word for word.
Entry from the OMol25 dataset: C12H21NOS as an isolated structure in a non-equilibrium geometry (the ωB97M-V functional and the def2-TZVPD basis).

Values from the calculation:
HOMO level ... -7.77 eV

```
! wB97M-V def2-TZVPD RIJCOSX def2/J DEFGRID3
* xyz 0 1
C -4.24611 2.28747 -0.28722
C -4.54453 0.79107 0.04277
C -3.24851 -0.10766 0.11799
C -3.25191 -1.67608 -0.22376
C -1.90157 -2.29038 0.29937
C 0.33942 -0.62016 -0.25894
C 1.24142 0.80109 1.06836
C 1.81601 0.95041 -0.23775
C 3.09600 1.56649 -0.62340
C 4.14999 0.41274 -1.03999
C 4.70210 -0.20043 0.33354
C 3.59058 -1.30993 0.67391
H -3.27228 1.98838 -1.01841
H -3.90851 2.75545 0.70650
H -5.15485 2.90653 -0.74575
H -5.21681 0.59638 0.87757
H -5.36217 0.59729 -0.87753
H -2.81812 0.05099 1.23311
H -2.78960 0.48684 -0.76932
H -3.30581 -1.67593 -1.58379
H -4.38939 -2.12110 0.06379
H -1.86705 -3.33333 0.59986
H -1.75930 -1.76879 1.33154
H 1.81203 1.47760 1.74044
H 3.22195 2.22326 0.20569
H 2.89838 2.00467 -1.58706
H 5.02966 0.69355 -1.63586
H 3.54183 -0.58675 -1.52915
H 4.63031 0.57165 1.22525
H 5.82933 -0.72711 0.24129
H 3.56193 -2.01228 -0.07674
H 3.87197 -1.82644 1.71297
H 2.50376 -0.73204 0.95118
N 0.27168 -0.21446 1.03315
O 1.30355 0.02323 -1.07478
S -0.37534 -1.98222 -0.88886
*
```